Entry 1
13
Properties=species:S:1:pos:R:3 method="wB97M-V/def2-TZVPD" smiles="[H]/N=C1/NN=C[C@@H]1N" spin_multiplicity=1 homo_ev=-8.91 homo_lumo_gap_ev=9.555
C -0.352 -0.438 0.373
C 1.037 -1.106 0.180
C 0.162 0.965 0.075
H -1.160 -1.192 -1.278
H -2.291 -0.339 -0.292
H -0.583 -0.415 1.410
H 1.187 -2.170 0.214
H 2.082 1.585 -0.468
H -1.521 1.580 0.376
N -1.485 -0.961 -0.303
N 2.012 -0.371 -0.083
N 1.465 0.862 -0.235
N -0.554 1.999 0.031

***

Entry 2
13
Properties=species:S:1:pos:R:3 method="wB97M-V/def2-TZVPD" smiles="[H]/N=c1/cc[nH]n1N" spin_multiplicity=1 homo_ev=-8.34 homo_lumo_gap_ev=9.166
C 0.883 -0.356 -1.584
C -0.381 -0.693 -1.362
C -1.077 -0.060 -0.197
H 0.651 0.286 2.461
H 0.240 1.786 1.682
H 1.846 -0.439 0.292
H 1.733 -0.431 -2.296
H -0.780 -1.208 -2.117
H -2.389 -0.009 1.086
N 0.191 0.783 1.786
N 0.102 0.104 0.488
N 1.250 0.247 -0.333
N -2.269 -0.011 0.092

***

Entry 3
13
Properties=species:S:1:pos:R:3 method="wB97M-V/def2-TZVPD" smiles=Cc1nnnn1C spin_multiplicity=1 homo_ev=-10.37 homo_lumo_gap_ev=11.046
C -1.290 0.705 -0.047
C 0.041 1.865 -0.036
C -0.482 -1.764 -0.010
N -2.455 1.263 -0.044
N -3.314 0.244 0.047
N -2.763 -0.874 0.106
N -1.403 -0.629 -0.003
H -0.523 2.755 -0.132
H 0.443 1.633 0.927
H 0.824 1.675 -0.794
H -1.070 -2.445 0.565
H -0.271 -2.231 -0.983
H 0.397 -1.513 0.493

***

Q: Which of them is the least stable? A: entry 2.

***

Entry 1
13
Properties=species:S:1:pos:R:3 method="wB97M-V/def2-TZVPD" spin_multiplicity=1 homo_ev=-8.31 homo_lumo_gap_ev=8.950
C 1.339 -0.804 -0.701
C 0.248 -0.151 1.321
C -0.627 0.631 -1.386
N 1.883 -1.282 0.396
N 1.265 -0.792 1.491
N 0.351 0.038 -0.524
N -0.854 0.501 1.810
H 1.915 -1.057 -1.475
H -1.666 0.703 -0.757
H -0.367 1.682 -1.667
H -0.841 0.052 -2.269
H -1.091 0.094 2.639
H -1.555 0.385 1.123

***

Entry 2
13
Properties=species:S:1:pos:R:3 method="wB97M-V/def2-TZVPD" smiles="CC1=NN=N[C@H]1N" spin_multiplicity=1 homo_ev=-8.67 homo_lumo_gap_ev=8.873
C 0.517 0.711 0.232
C -0.728 -1.147 -1.106
C -0.710 0.015 -0.187
N 1.699 -0.042 0.388
N -1.404 1.393 1.346
N -0.235 1.620 1.518
N -1.778 0.409 0.454
H 0.697 1.639 -0.312
H 2.508 0.523 0.604
H 1.601 -0.790 1.062
H -0.215 -0.902 -2.037
H -1.754 -1.441 -1.313
H -0.198 -1.987 -0.650

***

Q: Which of them is the least stable? A: entry 1.

***

Entry 1
19
Properties=species:S:1:pos:R:3 method="wB97M-V/def2-TZVPD" smiles=CC(C)N(C)C spin_multiplicity=1 homo_ev=-8.71 homo_lumo_gap_ev=9.899
C -1.836 -0.067 -0.586
N -0.744 0.155 0.371
C -0.815 -0.951 1.339
C 0.785 1.461 -0.963
C 0.538 0.059 -0.379
C 1.766 -0.342 0.452
H -2.003 -1.128 -0.777
H -1.658 0.473 -1.514
H -2.744 0.384 -0.178
H -0.398 -1.883 0.958
H -1.848 -1.160 1.619
H -0.268 -0.698 2.250
H 1.712 1.914 -0.600
H 0.050 2.244 -0.777
H 0.963 1.402 -2.049
H 0.398 -0.693 -1.167
H 2.622 -0.012 -0.123
H 1.757 0.233 1.379
H 1.724 -1.390 0.744

***

Entry 2
19
Properties=species:S:1:pos:R:3 method="wB97M-V/def2-TZVPD" smiles=CC(C)N(C)C spin_multiplicity=1 homo_ev=-8.16 homo_lumo_gap_ev=9.267
C -1.574 0.906 -0.515
C -0.597 -0.307 -0.475
C -0.993 -1.291 0.647
C 1.731 -0.833 -0.470
C 0.991 1.317 0.561
H -1.106 1.736 -1.161
H -1.919 1.282 0.513
H -2.463 0.461 -1.025
H -0.588 -0.897 -1.447
H -2.112 -1.445 0.545
H -0.365 -2.242 0.614
H -0.765 -0.768 1.594
H 2.653 -0.293 -0.388
H 1.567 -1.501 0.395
H 1.595 -1.316 -1.439
H 0.203 2.020 0.477
H 1.896 1.888 0.313
H 1.093 1.049 1.686
N 0.754 0.233 -0.426

***

Entry 3
19
Properties=species:S:1:pos:R:3 method="wB97M-V/def2-TZVPD" smiles=CNCC(C)C spin_multiplicity=1 homo_ev=-8.91 homo_lumo_gap_ev=9.997
C 2.408 -0.295 1.402
C 0.307 0.422 0.332
C -0.510 0.164 -0.827
C -1.470 1.354 -0.854
C -1.305 -1.156 -0.697
H 3.105 -1.084 1.177
H 1.636 -0.833 2.324
H 2.798 0.873 1.916
H 1.336 -1.301 -0.267
H -0.388 -0.013 1.256
H 0.359 1.683 0.548
H 0.137 0.033 -1.731
H -2.323 1.213 -0.063
H -1.934 1.484 -1.842
H -1.021 2.325 -0.609
H -2.069 -1.170 -1.566
H -0.738 -2.189 -0.827
H -1.950 -1.271 0.210
N 1.621 -0.239 0.117

***

Q: Which of them is the least stable? A: entry 3.

***

Entry 1
19
Properties=species:S:1:pos:R:3 method="wB97M-V/def2-TZVPD" spin_multiplicity=1 homo_ev=-8.43 homo_lumo_gap_ev=9.538
C -1.175 1.660 -0.561
N -2.154 -1.072 -0.226
C -0.744 -0.794 -0.047
C -0.293 0.445 -0.716
H -2.388 -1.244 -1.197
H -2.447 -1.855 0.338
H -0.591 -0.740 1.051
H 0.100 0.355 -1.728
H -0.582 2.546 -0.319
H -1.715 1.888 -1.485
H -1.945 1.491 0.191
C 1.953 -0.356 1.285
C 1.736 0.106 -0.123
H 2.598 0.330 1.831
H 2.381 -1.360 1.333
H 1.004 -0.420 1.851
H 2.040 1.129 -0.319
H 2.161 -0.561 -0.869
H 0.061 -1.548 -0.290

***

Entry 2
19
Properties=species:S:1:pos:R:3 method="wB97M-V/def2-TZVPD" smiles="C=NC.CCC" spin_multiplicity=1 homo_ev=-9.87 homo_lumo_gap_ev=10.380
C 1.395 2.409 -0.988
C 0.339 1.808 -2.019
C -0.959 1.409 -1.296
H 2.343 2.813 -1.558
H 0.906 3.113 -0.391
H 1.676 1.539 -0.359
H 0.257 2.592 -2.864
H 0.767 0.844 -2.489
H -1.367 2.429 -1.083
H -0.722 0.779 -0.358
H -1.554 0.882 -2.091
C -1.077 -2.317 1.173
C 0.421 -2.832 2.898
N -0.945 -2.663 2.589
H -1.092 -1.161 0.980
H -0.252 -2.750 0.625
H -2.026 -2.685 0.986
H 0.697 -3.007 4.107
H 1.195 -3.202 2.136

***

Entry 3
19
Properties=species:S:1:pos:R:3 method="wB97M-V/def2-TZVPD" spin_multiplicity=1 homo_ev=-6.21 homo_lumo_gap_ev=4.069
C -0.736 1.735 2.174
C 1.328 -0.373 -0.285
C -0.220 -0.349 -0.341
C -0.538 -1.431 -1.349
C -0.831 0.990 -0.576
N 1.921 -1.772 -0.204
H -0.693 1.506 0.925
H -0.496 2.789 2.305
H -0.057 0.985 2.522
H 1.945 -0.550 0.631
H -0.573 -0.845 0.643
H -1.595 -1.488 -1.484
H -0.175 -2.425 -0.966
H -0.033 -1.207 -2.287
H -0.282 1.569 -1.369
H -1.854 0.819 -0.902
H -1.772 1.478 2.343
H 2.820 -1.792 -0.765
H 1.841 0.361 -1.016

***

Entry 4
19
Properties=species:S:1:pos:R:3 method="wB97M-V/def2-TZVPD" smiles=CC(C)N(C)C spin_multiplicity=1 homo_ev=-7.91 homo_lumo_gap_ev=8.977
C 1.077 1.623 0.098
C -0.071 0.744 0.159
C -0.686 0.655 1.645
C -1.293 -1.100 -1.128
C 1.001 -1.398 -0.320
H 1.427 1.654 -0.883
H 1.774 1.511 0.929
H 0.678 2.628 0.418
H -0.893 1.289 -0.513
H -1.585 0.049 1.677
H 0.033 0.230 2.380
H -0.943 1.680 1.916
H -0.965 -1.726 -1.899
H -1.923 -1.736 -0.439
H -1.906 -0.291 -1.568
H 1.219 -2.088 -1.226
H 0.986 -2.097 0.590
H 2.019 -0.896 -0.346
N -0.012 -0.479 -0.538

***

Q: Which of them is the least stable? A: entry 3.

***

Entry 1
8
Properties=species:S:1:pos:R:3 method="wB97M-V/def2-TZVPD" smiles="NSOC=O" spin_multiplicity=1 homo_ev=-9.70 homo_lumo_gap_ev=9.369
C 2.202 1.635 0.172
N -0.189 -1.422 -0.617
O 2.405 2.590 0.784
O 1.080 1.165 -0.061
S 1.331 -0.674 -0.353
H 3.067 0.854 -0.074
H -0.165 -2.180 -1.331
H -0.714 -1.738 0.207

***

Entry 2
8
Properties=species:S:1:pos:R:3 method="wB97M-V/def2-TZVPD" smiles="CS[N+](=O)[O-]" spin_multiplicity=1 homo_ev=-10.25 homo_lumo_gap_ev=10.266
C 1.097 0.333 -0.571
N -1.393 -0.413 0.616
O -0.593 -0.673 1.570
O -2.560 -0.406 0.669
S -0.710 0.233 -0.919
H 1.129 -0.117 0.535
H 1.509 1.424 -0.587
H 1.521 -0.381 -1.314

***

Q: Which of them is the least stable? A: entry 2.

***

Entry 1
11
Properties=species:S:1:pos:R:3 method="wB97M-V/def2-TZVPD" spin_multiplicity=1 homo_ev="-6.96 / -6.96" homo_lumo_gap_ev="6.256 / 6.259"
C 0.841 0.492 0.091
C -1.696 0.689 -0.047
C 2.157 0.014 -0.037
N -0.283 0.836 -0.025
N -2.033 -0.578 -0.065
O -2.458 1.620 -0.038
S -1.132 -1.980 0.003
H 2.909 0.608 -0.715
H 2.175 -1.063 -0.461
H 2.514 -0.057 1.063
H -2.994 -0.582 0.230

***

Entry 2
11
Properties=species:S:1:pos:R:3 method="wB97M-V/def2-TZVPD" smiles="O=c1[nH]cc(S)[nH]1" spin_multiplicity=1 homo_ev=-7.81 homo_lumo_gap_ev=8.369
C 0.589 -0.001 0.422
C 0.825 -0.564 -0.802
C -1.276 0.109 -0.963
H 2.437 -0.688 1.487
H 1.914 -0.816 -1.155
H -0.303 -0.873 -2.550
H -1.372 1.020 0.914
N -0.254 -0.473 -1.580
N -0.831 0.300 0.332
O -2.366 0.421 -1.482
S 1.438 0.122 1.872

***

Q: Which of them is the least stable? A: entry 1.